Here is C46H46B2F4N12O4S3V as an isolated structure in a non-equilibrium geometry from the Open Molecules 2025 dataset. Energies are from ωB97M-V/def2-TZVPD.

Structure (XYZ):
```
118
Properties=species:S:1:pos:R:3
V 0.25 -0.16 0.06
C -1.66 3.79 -0.87
C -1.17 2.51 -0.30
N 0.01 2.03 -0.45
O 0.85 2.71 -1.22
B 2.35 2.42 -1.11
F 2.86 3.27 -0.13
F 2.85 2.66 -2.36
O 2.64 1.01 -0.78
N 2.00 0.42 0.27
C 2.56 0.66 1.57
C 4.07 0.61 1.61
C 1.81 -0.25 2.52
N 0.63 -0.47 2.10
O -0.22 -1.18 2.87
B -1.56 -0.51 2.92
F -2.37 -1.25 3.71
F -1.35 0.82 3.40
O -2.19 -0.41 1.56
N -1.52 0.48 0.76
C -2.03 1.62 0.50
C -3.39 2.03 0.94
C 2.36 -0.70 3.83
H -0.83 4.35 -1.28
H -2.39 3.60 -1.66
H -2.15 4.39 -0.10
H 4.47 1.39 0.97
H 4.44 0.74 2.63
H 4.40 -0.36 1.23
H -3.88 1.24 1.50
H -3.33 2.93 1.55
H -3.98 2.29 0.06
H 3.07 -1.51 3.66
H 2.90 0.11 4.32
H 1.56 -1.07 4.47
N 0.38 -2.07 0.00
S 0.10 -3.38 -0.58
N 0.64 -3.71 -2.08
S -0.13 -3.41 -3.40
N -0.77 -2.03 -3.66
S -0.05 -0.60 -3.24
N -0.19 -0.20 -1.85
C 1.62 -0.67 -3.82
C 2.61 -0.93 -2.88
C 3.93 -0.96 -3.29
C 4.25 -0.76 -4.63
C 3.25 -0.52 -5.57
C 1.92 -0.47 -5.17
C -0.87 0.49 -4.36
C -0.52 1.83 -4.19
C -1.12 2.77 -5.02
C -2.04 2.37 -5.98
C -2.37 1.03 -6.12
C -1.78 0.07 -5.31
C -1.47 -4.53 -3.66
C -2.77 -4.08 -3.79
C -3.78 -5.01 -3.97
C -3.47 -6.36 -4.03
C -2.16 -6.80 -3.90
C -1.14 -5.88 -3.71
C 1.04 -3.86 -4.66
C 0.57 -3.80 -5.96
C 1.42 -4.15 -6.99
C 2.73 -4.55 -6.70
C 3.18 -4.59 -5.39
C 2.33 -4.25 -4.35
C 0.93 -4.66 0.33
C 0.86 -4.51 1.72
C 1.46 -5.47 2.51
C 2.11 -6.55 1.93
C 2.17 -6.68 0.54
C 1.57 -5.73 -0.27
C -1.61 -3.84 -0.54
C -2.00 -5.18 -0.46
C -3.35 -5.48 -0.45
C -4.29 -4.46 -0.51
C -3.89 -3.13 -0.59
C -2.54 -2.82 -0.61
H 2.35 -1.06 -1.84
H 4.71 -1.13 -2.57
H 5.28 -0.78 -4.94
H 3.50 -0.36 -6.60
H 1.14 -0.26 -5.89
H 0.20 2.13 -3.44
H -0.86 3.81 -4.91
H -2.50 3.11 -6.62
H -3.09 0.73 -6.87
H -2.02 -0.98 -5.42
H -2.98 -3.02 -3.73
H -4.80 -4.68 -4.07
H -4.27 -7.08 -4.18
H -1.93 -7.86 -3.95
H -0.11 -6.21 -3.62
H -0.45 -3.50 -6.17
H 1.08 -4.12 -8.01
H 3.39 -4.82 -7.51
H 4.19 -4.89 -5.18
H 2.67 -4.27 -3.32
H 0.36 -3.65 2.15
H 1.41 -5.38 3.59
H 2.58 -7.30 2.55
H 2.68 -7.52 0.10
H 1.60 -5.81 -1.34
H -1.26 -5.97 -0.40
H -3.66 -6.51 -0.38
H -5.34 -4.70 -0.48
H -4.63 -2.34 -0.62
H -2.21 -1.79 -0.66
N -0.31 2.89 4.52
C 0.80 3.58 4.75
N 0.87 4.41 5.79
N 1.91 3.52 3.99
C 2.00 2.70 3.03
N 2.12 2.00 2.10
H -1.11 2.99 5.12
H -0.43 2.28 3.72
H 0.10 4.56 6.41
H 1.72 4.93 5.92
```

The calculation puts the max |F| at 1.878 eV/Å. As for the spin multiplicity: 2. For the LUMO energy (alpha / beta), the calculation gives -5.904 / -5.339 eV. The value obtained for the HOMO-LUMO gap (alpha / beta) is 6.9 / 7.8 eV. Its total charge is +2. Its expectation value of S² is 0.827.

---

Here is C21H34N4PbS3Se as an isolated structure from the Open Molecules 2025 dataset. Energies are from ωB97M-V/def2-TZVPD.

Structure (XYZ):
```
64
Properties=species:S:1:pos:R:3
Pb 0.14 -3.05 -0.86
C -0.84 -7.71 1.20
C -0.31 -6.32 1.00
S 0.73 -5.97 -0.19
C -0.75 -5.30 2.00
C -0.97 -5.79 3.39
S -0.96 -3.72 1.65
H -0.58 -8.34 0.36
H -1.92 -7.69 1.33
H -0.41 -8.13 2.11
H -1.77 -6.53 3.42
H -1.20 -4.98 4.07
H -0.06 -6.30 3.73
C 2.17 -0.39 2.68
N 2.67 -0.14 1.34
C 2.86 -1.05 0.37
Se 2.56 -2.91 0.47
N 3.32 -0.41 -0.72
C 3.42 0.95 -0.46
C 3.84 2.02 -1.25
C 3.79 3.27 -0.65
C 3.36 3.44 0.67
C 2.95 2.37 1.45
C 3.00 1.12 0.85
H 2.06 -1.46 2.83
H 1.21 0.11 2.80
H 2.88 0.01 3.41
H 3.63 -0.90 -1.54
H 4.18 1.89 -2.26
H 4.11 4.13 -1.21
H 3.35 4.43 1.10
H 2.62 2.51 2.47
C 0.69 2.46 -3.27
C -0.61 2.91 -3.92
C -1.89 2.40 -3.27
C -2.05 0.88 -3.26
N -1.24 0.20 -2.25
C -1.49 0.18 -0.94
S -0.30 -0.51 0.13
N -2.61 0.70 -0.47
C -3.08 0.74 0.92
C -3.16 2.16 1.48
C -1.83 2.81 1.88
C -0.94 3.25 0.72
H 1.54 3.02 -3.67
H 0.91 1.41 -3.46
H 0.68 2.62 -2.18
H -0.61 2.62 -4.98
H -0.65 4.00 -3.92
H -2.75 2.82 -3.80
H -1.95 2.78 -2.24
H -1.76 0.46 -4.22
H -3.09 0.59 -3.11
H -0.30 -0.05 -2.49
H -3.20 1.19 -1.14
H -2.41 0.13 1.51
H -4.06 0.28 0.93
H -3.79 2.09 2.37
H -3.70 2.80 0.78
H -1.29 2.12 2.54
H -2.07 3.68 2.48
H -0.51 2.40 0.17
H -0.10 3.84 1.10
H -1.49 3.88 0.02
```

The calculation puts the max |F| at 0.096 eV/Å. For the LUMO energy, the calculation gives -7.482 eV. The value obtained for the HOMO-LUMO gap is 6.5 eV. Its total charge is +2.

---

Here is one molecule with the formula C5H9NO from the Open Molecules 2025 dataset. Energies are from ωB97M-V/def2-TZVPD.

Structure (XYZ):
```
16
Properties=species:S:1:pos:R:3
C -0.07 0.36 -1.70
C -0.90 0.33 -0.41
N -1.40 -0.98 -0.01
C -0.64 -1.10 1.12
O -0.44 -2.03 1.87
C -0.08 0.33 0.97
C 1.45 0.39 0.91
H 1.00 0.38 -1.45
H -0.26 1.26 -2.29
H -0.21 -0.52 -2.32
H -1.69 1.09 -0.42
H -1.80 -1.74 -0.55
H -0.51 1.04 1.68
H 1.90 -0.56 1.22
H 1.88 1.20 1.50
H 1.77 0.55 -0.12
```

The calculation puts the max |F| at 0.602 eV/Å. As for the SMILES: C[C@@H]1C(=O)N[C@@H]1C. For the LUMO energy, the calculation gives 0.998 eV. The value obtained for the HOMO-LUMO gap is 10.7 eV. Its total charge is 0.

---

Here is C45H51ClIN8O4SiTi as an isolated structure in a non-equilibrium geometry from the Open Molecules 2025 dataset. Energies are from ωB97M-V/def2-TZVPD.

Structure (XYZ):
```
112
Properties=species:S:1:pos:R:3
Ti -0.61 -1.17 -0.96
C -3.36 -3.86 -0.67
C -3.57 -2.64 -1.53
C -4.73 -2.50 -2.27
C -4.87 -1.38 -3.08
C -3.85 -0.47 -3.18
C -2.66 -0.69 -2.44
N -2.59 -1.74 -1.59
N -1.54 0.02 -2.49
Si -1.25 1.21 -3.70
C -2.23 2.84 -3.43
C -1.68 0.51 -5.45
C 0.60 1.69 -3.69
H -3.44 -4.75 -1.30
H -4.13 -3.93 0.10
H -2.38 -3.84 -0.21
H -5.50 -3.25 -2.22
H -5.78 -1.24 -3.66
H -3.93 0.40 -3.82
H -3.31 2.68 -3.42
H -2.02 3.56 -4.22
H -1.97 3.32 -2.49
H -2.69 0.76 -5.74
H -1.60 -0.58 -5.45
H -1.02 0.89 -6.22
H 0.98 1.74 -2.67
H 0.76 2.66 -4.15
H 1.21 0.97 -4.22
N 1.74 -1.62 1.26
C 0.84 -1.46 0.55
N -1.70 -1.33 0.76
C -2.25 -1.82 1.67
C -2.86 -2.38 2.78
C -2.09 -2.68 3.92
C -2.70 -3.22 5.03
C -4.06 -3.46 5.04
C -4.83 -3.17 3.92
C -4.25 -2.63 2.79
H -1.03 -2.49 3.89
H -2.10 -3.44 5.91
H -4.53 -3.89 5.92
H -5.90 -3.36 3.93
H -4.84 -2.39 1.92
O 1.07 -0.59 -1.88
N 1.77 -1.46 -2.56
C 1.31 -1.94 -3.74
C 2.03 -2.86 -4.46
C 3.26 -3.31 -3.99
C 3.71 -2.82 -2.76
C 2.96 -1.91 -2.07
H 0.35 -1.55 -4.06
H 1.64 -3.22 -5.40
H 3.84 -4.03 -4.54
H 4.65 -3.16 -2.35
H 3.24 -1.51 -1.11
I 3.49 -8.75 -2.78
C 2.19 -7.09 -2.62
C 2.38 -6.16 -1.60
C 1.52 -5.09 -1.50
C 0.49 -4.92 -2.42
C 0.31 -5.86 -3.43
C 1.15 -6.95 -3.53
C -0.38 -3.70 -2.38
O -1.19 -3.47 -3.28
O -0.17 -2.91 -1.38
H 3.19 -6.29 -0.90
H 1.63 -4.37 -0.70
H -0.50 -5.72 -4.13
H 1.01 -7.69 -4.30
C 2.89 3.83 0.95
C 1.74 4.84 0.95
C 0.95 4.67 -0.36
C 2.36 6.25 0.92
C 0.78 4.69 2.18
O -0.46 5.32 1.91
C 1.28 5.35 3.49
C 2.56 4.89 4.21
C 2.51 3.51 4.80
C 1.55 3.17 5.74
C 1.50 1.91 6.31
C 2.45 0.97 5.94
Cl 2.41 -0.61 6.65
C 3.43 1.28 5.01
C 3.46 2.54 4.45
C 0.40 3.23 2.52
N -0.21 2.46 1.47
C 0.31 1.43 0.79
N -0.60 0.93 -0.04
C -1.68 1.71 0.19
N -1.48 2.63 1.09
H 3.55 4.04 0.12
H 2.53 2.81 0.83
H 3.47 3.88 1.86
H 1.57 4.97 -1.20
H 0.05 5.28 -0.36
H 0.66 3.64 -0.53
H 2.92 6.39 0.00
H 3.04 6.41 1.75
H 1.59 7.03 0.95
H -0.32 6.25 1.73
H 0.45 5.26 4.19
H 1.39 6.42 3.30
H 2.71 5.59 5.04
H 3.43 4.99 3.56
H 0.82 3.91 6.05
H 0.75 1.67 7.04
H 4.16 0.54 4.73
H 4.24 2.78 3.74
H -0.34 3.30 3.32
H 1.27 2.68 2.87
H 1.30 1.03 0.93
H -2.62 1.57 -0.31
```

The calculation puts the max |F| at 4.220 eV/Å. As for the spin multiplicity: 2. For the LUMO energy (alpha / beta), the calculation gives -0.169 / -0.198 eV. The value obtained for the HOMO-LUMO gap (alpha / beta) is 6.0 / 6.9 eV. Its total charge is 0. Its expectation value of S² is 0.755.

---

Here is C4H4O4 as an isolated structure in a non-equilibrium geometry from the Open Molecules 2025 dataset. Energies are from ωB97M-V/def2-TZVPD.

Structure (XYZ):
```
12
Properties=species:S:1:pos:R:3
C -1.04 -0.41 -0.80
C -0.13 0.70 -0.77
C 1.14 0.88 0.01
C 1.76 -0.17 0.89
H -0.78 -0.57 1.03
H -0.08 1.26 -1.61
H 1.98 1.42 -0.33
H 2.94 0.01 0.88
O -1.78 -0.72 0.35
O -1.15 -0.91 -1.86
O -0.05 1.57 0.45
O 1.17 -0.96 1.57
```

The calculation puts the max |F| at 6.452 eV/Å. For the LUMO energy, the calculation gives -0.571 eV. The value obtained for the HOMO-LUMO gap is 10.4 eV. Its total charge is 0.

---

Here is a 2-piece molecular cluster, C4H6N2O2 overall in a non-equilibrium geometry from the Open Molecules 2025 dataset. Energies are from ωB97M-V/def2-TZVPD.

Structure (XYZ):
```
14
Properties=species:S:1:pos:R:3
C 0.02 -1.94 0.26
C -0.06 0.68 0.05
C -1.81 -1.09 -1.05
C 1.79 1.83 0.84
N 0.67 -2.61 0.95
N -0.41 -1.21 -0.70
O -0.94 1.46 0.05
O 1.17 0.55 0.34
H -1.85 -0.36 -1.83
H -2.05 -2.15 -1.57
H -2.63 -1.11 -0.29
H 1.23 2.78 0.86
H 2.72 1.69 0.26
H 2.14 1.47 1.83
```

The calculation puts the max |F| at 5.631 eV/Å. For the LUMO energy, the calculation gives 0.087 eV. The value obtained for the HOMO-LUMO gap is 9.0 eV. Its total charge is 0.

---

Here is C20H35ClMgN5O4 as an isolated structure in a non-equilibrium geometry from the Open Molecules 2025 dataset. Energies are from ωB97M-V/def2-TZVPD.

Structure (XYZ):
```
66
Properties=species:S:1:pos:R:3
Mg 14.65 -14.96 -17.50
Cl 16.64 -16.75 -19.70
O 15.43 -16.42 -18.95
O 17.72 -16.84 -18.77
O 16.42 -17.99 -20.38
O 16.88 -15.68 -20.65
C 13.77 -13.36 -22.95
C 14.05 -12.15 -22.07
C 13.16 -12.12 -20.82
C 13.63 -13.06 -19.80
N 14.03 -13.75 -18.98
H 13.92 -14.37 -22.54
H 14.18 -13.28 -23.95
H 12.67 -13.41 -23.08
H 13.75 -11.26 -22.61
H 15.11 -12.09 -21.82
H 12.12 -12.43 -21.00
H 13.00 -11.17 -20.31
C 15.24 -15.46 -11.05
C 14.80 -15.74 -12.50
C 15.93 -16.20 -13.42
C 15.60 -16.20 -14.85
N 15.39 -16.24 -15.97
H 15.68 -16.32 -10.55
H 14.26 -15.30 -10.59
H 15.84 -14.56 -10.95
H 14.37 -14.85 -12.95
H 14.03 -16.51 -12.39
H 16.27 -17.19 -13.11
H 16.77 -15.50 -13.35
C 15.17 -11.22 -13.89
C 13.71 -11.42 -13.46
C 12.80 -11.87 -14.60
C 13.40 -12.87 -15.48
N 13.90 -13.68 -16.11
H 15.20 -10.77 -14.89
H 15.73 -12.14 -14.09
H 15.74 -10.65 -13.16
H 13.34 -10.48 -13.06
H 13.66 -12.07 -12.59
H 12.40 -11.04 -15.18
H 11.85 -12.28 -14.21
C 9.19 -17.44 -16.83
C 10.39 -18.21 -16.30
C 11.45 -18.38 -17.40
C 12.29 -17.17 -17.56
N 12.96 -16.24 -17.56
H 8.42 -17.30 -16.07
H 8.80 -18.05 -17.64
H 9.46 -16.46 -17.24
H 10.04 -19.23 -16.09
H 10.82 -17.90 -15.35
H 11.15 -18.84 -18.33
H 12.22 -19.06 -17.01
C 18.78 -12.79 -19.99
C 19.26 -12.14 -18.67
C 19.01 -13.08 -17.49
C 17.67 -13.63 -17.36
N 16.61 -14.04 -17.30
H 18.99 -12.25 -20.90
H 17.70 -12.99 -19.93
H 19.21 -13.79 -20.04
H 18.85 -11.15 -18.52
H 20.34 -12.05 -18.80
H 19.30 -12.61 -16.55
H 19.66 -13.96 -17.56
```

The calculation puts the max |F| at 2.266 eV/Å. For the LUMO energy, the calculation gives -2.268 eV. The value obtained for the HOMO-LUMO gap is 9.0 eV. Its total charge is +1.

---

Here is an isolated ion of composition C6H12N3 and charge +1 in a non-equilibrium geometry from the Open Molecules 2025 dataset. Energies are from ωB97M-V/def2-TZVPD.

Structure (XYZ):
```
21
Properties=species:S:1:pos:R:3
C -0.11 -1.31 0.13
C -2.14 1.36 -0.96
C -1.12 0.50 -1.03
C 1.77 -0.61 -0.91
C -0.27 0.17 0.05
C -1.11 -2.23 0.69
N 1.01 -1.72 -0.33
N 1.14 0.68 -0.33
N 2.04 1.23 0.67
H -2.64 1.60 -1.82
H -2.48 1.79 0.06
H -0.79 0.03 -1.95
H 2.90 -0.69 -0.69
H 1.44 -0.50 -1.97
H -0.55 0.68 1.05
H -1.95 -2.50 0.00
H -1.56 -1.90 1.58
H -0.66 -3.27 0.78
H 3.06 1.01 0.59
H 1.78 0.94 1.61
H 1.80 2.22 0.42
```

The calculation puts the max |F| at 4.850 eV/Å. As for the SMILES: C=C[C@H]1C(C)=NCN1[NH3+]. For the LUMO energy, the calculation gives -3.691 eV. The value obtained for the HOMO-LUMO gap is 9.8 eV. Its total charge is +1.

---

Here is CH23O11Pd as an isolated structure in a non-equilibrium geometry from the Open Molecules 2025 dataset. Energies are from ωB97M-V/def2-TZVPD.

Structure (XYZ):
```
36
Properties=species:S:1:pos:R:3
Pd -6.30 8.08 -31.32
C -7.87 12.12 -33.33
O -7.81 11.22 -32.22
H -7.83 11.54 -34.26
H -8.79 12.68 -33.19
H -7.08 12.86 -33.45
O -4.52 16.93 -34.97
H -4.43 16.43 -35.78
H -5.44 16.83 -34.73
O -8.22 12.20 -38.97
H -9.04 11.94 -38.56
H -8.43 12.98 -39.47
O -11.02 8.92 -33.52
H -10.59 9.66 -33.10
H -11.82 9.28 -33.90
O -7.12 6.46 -34.25
H -7.46 7.06 -34.90
H -6.77 5.72 -34.75
O -4.92 13.81 -30.37
H -5.52 13.23 -30.85
H -4.05 13.57 -30.69
O -9.03 15.20 -29.11
H -8.33 15.73 -29.50
H -8.90 14.32 -29.48
O -8.10 8.28 -37.63
H -8.83 8.16 -38.23
H -7.34 8.41 -38.20
O -9.13 6.92 -30.39
H -9.93 7.39 -30.60
H -9.38 6.00 -30.37
O -11.38 16.99 -32.06
H -11.74 17.61 -31.42
H -11.05 16.27 -31.53
O -13.59 14.29 -33.59
H -12.84 14.47 -34.15
H -13.87 15.15 -33.28
```

The calculation puts the max |F| at 1.748 eV/Å. As for the spin multiplicity: 3. For the LUMO energy (alpha / beta), the calculation gives -6.005 / -7.364 eV. The value obtained for the HOMO-LUMO gap (alpha / beta) is 7.1 / 5.8 eV. Its total charge is +1. Its expectation value of S² is 2.005.

---

Here is a 2-piece molecular cluster, C3H9NS overall in a non-equilibrium geometry from the Open Molecules 2025 dataset. Energies are from ωB97M-V/def2-TZVPD.

Structure (XYZ):
```
14
Properties=species:S:1:pos:R:3
C 1.79 2.26 0.33
N 0.74 2.60 0.95
H 2.17 2.46 -0.67
H 2.33 1.47 0.89
H 0.47 1.93 1.67
C -1.58 -1.02 0.78
S 0.13 -0.87 0.25
C -0.08 -1.38 -1.48
H -1.79 -0.37 1.65
H -2.24 -0.69 -0.02
H -1.66 -2.00 1.24
H -0.97 -2.00 -1.54
H 0.84 -1.84 -1.85
H -0.16 -0.55 -2.20
```

The calculation puts the max |F| at 3.546 eV/Å. As for the SMILES: C=N.CSC. For the LUMO energy, the calculation gives 0.888 eV. The value obtained for the HOMO-LUMO gap is 9.4 eV. Its total charge is 0.

---

Sequential energy output: -5325.8696 -4828.0376 -325.8966 -4381.3715 -455.6668 -415.8808 -2017.7487 -399.7147 -1006.9398 -572.5694 a.u.
Sequential ΔE to the lowest compared entry with this formula, charge and spin output: 2.7376 0.0000 1.1153 0.3554 3.9803 4.3481 0.6013 4.5273 2.8534 1.9240 eV